Density functional theory data (wB97M-V/def2-TZVPD) for a molecular structure, C17H20F3O3Tc.

Values from the calculation:
Molar mass   427.34 g mol⁻¹
2S+1   4
Relative energy (zero: lowest compared OMol25 entry of this formula, charge and spin)   30.4 kJ/mol
E_LUMO (alpha / beta)   2.97 / 2.83 eV
Total charge   -1
Total energy   -34442.5384 eV

```
44
Properties=species:S:1:pos:R:3:forces:R:3:lowdin_charge:R:1
Tc -0.00998 0.31458 1.25451 -1.1753 -1.1986 -0.7911 1.41
C 2.47174 0.65156 2.32158 -1.2074 0.4947 -0.3297 -0.13
C 2.93185 -0.08466 1.21770 0.6902 0.7286 0.1633 -0.15
C 2.45522 0.51189 0.03508 0.1316 1.1937 0.3566 -0.13
H 3.65979 -0.89837 1.29237 -0.5554 0.1955 -0.1337 0.10
C 1.55504 1.60239 0.40457 1.6564 -0.8961 0.3750 -0.28
C 1.51615 1.68473 1.86162 2.2168 -0.7994 0.0760 -0.29
H 1.11290 2.50090 2.46593 0.4391 -0.3084 -0.2348 0.09
H 2.60127 0.38746 3.36199 0.0332 -0.0481 -0.0708 0.09
H 2.85165 0.37184 -0.97445 -0.5309 -0.3282 0.3574 0.09
H 1.27070 2.39314 -0.26525 -0.1414 -0.0449 -0.1961 0.09
C -2.23960 0.50599 1.76281 -0.0285 -0.1938 0.8682 -0.16
C -1.45979 1.67525 2.16895 -0.3994 -0.2232 -0.0421 -0.22
C -0.95596 2.28720 0.96817 -0.5911 -1.1338 -0.3054 -0.23
H -1.22831 2.02067 3.18640 -0.6195 -0.1749 -0.6073 0.11
C -1.24098 1.39989 -0.15532 -0.6259 -0.3907 0.5595 -0.20
C -2.06721 0.30145 0.37613 -0.7104 1.4439 -1.0513 -0.18
H -2.60874 -0.39112 -0.30173 0.8845 0.1545 0.9269 0.13
H -2.81961 -0.14538 2.47048 0.8847 0.6579 -0.9234 0.13
H -0.45209 3.25692 0.91169 0.0761 -0.7270 0.0647 0.12
H -0.89442 1.51314 -1.19450 -0.4834 -0.0408 0.6835 0.10
O 0.21514 -1.64580 0.38564 0.4413 0.3792 -2.5677 -0.37
C -0.34569 0.13052 -4.17350 1.9319 -2.6917 5.6786 -0.41
C 0.21352 -0.88108 -3.32896 0.5166 0.7022 -3.0320 -0.02
C 0.47714 1.35621 -4.27122 0.2494 0.2400 -1.0323 -0.12
C -1.81717 0.11604 -4.34477 -0.2286 -0.2542 -0.6301 -0.11
C 0.35550 -1.95369 -0.91385 0.1599 -0.1802 1.2996 -0.21
H 1.30983 -0.97869 -3.08371 -1.2419 0.8308 -0.4560 0.05
H -0.19713 -1.88295 -3.36525 -0.6248 0.1593 0.3816 0.03
H -0.46775 -2.55892 -1.38117 0.7478 0.4422 0.4422 0.04
H 1.40903 -2.10890 -1.33088 -1.2507 0.1299 0.5893 0.05
H 0.30633 1.66408 -5.29034 0.1917 0.9209 -0.6102 0.06
H 1.54899 1.09585 -4.21191 -0.5198 0.2863 0.2779 0.08
H 0.21449 2.19765 -3.60876 0.0212 -0.3355 -0.0536 0.07
H -1.94363 0.07142 -5.39915 -0.7765 0.0336 -1.3053 0.05
H -2.39411 0.98217 -4.01542 0.3367 0.1934 0.3152 0.07
H -2.28125 -0.78555 -3.93963 0.1962 0.1013 0.1121 0.08
F 0.65146 -2.84146 5.34859 -0.0660 -0.2660 -0.1418 0.11
C -0.50016 -2.42548 4.78593 -0.4811 0.3276 -0.9279 -0.50
F -1.50119 -3.21820 5.24458 0.4263 -0.1826 -0.3102 0.09
F -0.75547 -1.21769 5.35239 0.0919 0.0372 -0.3985 0.09
C -0.39261 -2.36725 3.11768 1.0791 0.8856 0.3150 -0.53
O -0.81236 -3.30375 2.46500 -0.1849 0.4562 0.9386 0.06
O 0.25745 -1.30399 2.78997 -0.9597 -0.5766 1.3703 -0.16
```
Forces are in eV/Å.